Entry 1:
Molecular formula: C42H78O42
Method: DFT, ωB97M-V with the def2-TZVPD basis set

Geometry as XYZ:
```
162
C42H78O42 | the OMol25 dataset | ωB97M-V with the def2-TZVPD basis set
C -4.69 5.65 9.12
C -4.81 4.59 8.05
O -3.56 4.33 7.56
C -2.64 5.10 8.26
O -1.42 5.19 8.04
O -3.33 5.78 9.21
H -5.24 5.31 10.00
H -5.14 6.56 8.74
H -5.39 4.94 7.20
H -5.40 3.73 8.38
C -9.65 -2.22 3.96
C -9.49 -1.19 5.03
O -8.64 -0.23 4.40
C -8.38 -0.58 3.12
O -7.89 0.11 2.24
O -8.67 -1.89 2.98
H -10.70 -2.25 3.66
H -9.43 -3.21 4.36
H -9.13 -1.67 5.94
H -10.45 -0.70 5.17
C -2.12 -5.71 5.19
C -3.10 -6.77 4.75
O -4.19 -6.48 5.51
C -4.14 -5.25 6.03
O -4.89 -4.70 6.81
O -2.87 -4.85 5.98
H -1.74 -5.07 4.39
H -1.37 -6.15 5.84
H -2.72 -7.74 5.09
H -3.21 -6.61 3.68
C -0.25 -3.84 -11.46
O -0.57 -3.41 -10.12
C 0.21 -2.60 -9.40
O 1.38 -2.29 -9.60
O -0.51 -2.41 -8.26
C 0.11 -1.79 -7.12
H -0.75 -3.26 -12.24
H -0.38 -4.89 -11.69
H 0.81 -3.70 -11.64
H -0.53 -2.09 -6.29
H 0.06 -0.72 -7.30
H 1.10 -2.23 -7.04
C 1.91 -6.26 -1.25
O 0.93 -6.42 -2.27
C 1.23 -6.74 -3.55
O 2.33 -7.13 -3.94
O 0.23 -6.45 -4.30
C 0.11 -6.99 -5.63
H 2.31 -7.21 -0.92
H 1.51 -5.76 -0.38
H 2.74 -5.70 -1.67
H 0.82 -6.52 -6.31
H -0.93 -6.85 -5.95
H 0.44 -8.02 -5.71
C 2.62 8.77 -1.44
O 3.21 7.52 -1.88
C 2.95 6.97 -3.05
O 2.30 7.51 -3.94
O 3.35 5.75 -3.14
C 3.13 5.01 -4.32
H 1.61 8.94 -1.81
H 3.30 9.59 -1.63
H 2.54 8.71 -0.36
H 3.58 4.03 -4.21
H 3.43 5.46 -5.27
H 2.07 4.81 -4.48
C -4.84 -5.11 -0.88
O -4.96 -6.45 -1.24
C -6.16 -6.94 -1.56
O -7.19 -6.24 -1.72
O -5.99 -8.17 -1.96
C -7.12 -8.98 -2.38
H -5.79 -4.58 -0.93
H -4.08 -4.75 -1.57
H -4.54 -4.92 0.15
H -7.81 -9.06 -1.54
H -6.70 -9.95 -2.64
H -7.47 -8.55 -3.32
C -0.84 0.26 2.58
O 0.06 -0.43 1.77
C 0.59 0.09 0.66
O 0.30 1.13 0.04
O 1.61 -0.68 0.40
C 2.44 -0.40 -0.68
H -1.71 0.55 2.00
H -0.31 1.11 3.01
H -1.24 -0.37 3.38
H 3.28 -1.07 -0.83
H 3.13 0.44 -0.55
H 1.88 -0.19 -1.59
C 3.44 3.85 3.02
O 4.25 2.81 2.59
C 5.39 2.57 3.10
O 6.08 3.35 3.76
O 5.79 1.35 2.74
C 7.01 0.75 3.23
H 3.97 4.80 3.03
H 3.00 3.62 3.99
H 2.78 3.97 2.16
H 7.86 1.38 2.97
H 7.12 -0.15 2.62
H 7.04 0.49 4.29
C -3.13 10.16 5.17
O -3.33 8.79 4.76
C -3.35 8.50 3.46
O -2.93 9.26 2.61
O -3.90 7.29 3.37
C -4.07 6.63 2.02
H -2.04 10.27 5.20
H -3.66 10.38 6.10
H -3.56 10.91 4.51
H -4.76 7.21 1.41
H -4.36 5.58 2.08
H -3.08 6.53 1.58
C 8.71 3.27 -2.43
O 9.43 3.15 -3.69
C 9.84 1.92 -4.00
O 9.88 0.93 -3.23
O 10.39 2.02 -5.14
C 11.18 1.02 -5.65
H 9.25 2.90 -1.55
H 7.75 2.77 -2.51
H 8.46 4.30 -2.18
H 10.60 0.18 -6.03
H 11.96 0.70 -4.96
H 11.77 1.50 -6.42
C 1.24 -0.99 8.66
O 1.69 -2.33 8.74
C 2.90 -2.52 9.30
O 3.78 -1.73 9.57
O 3.01 -3.84 9.45
C 4.22 -4.40 9.97
H 1.33 -0.36 9.54
H 0.20 -1.06 8.33
H 1.73 -0.47 7.84
H 4.24 -5.48 9.86
H 4.53 -4.17 10.99
H 5.01 -4.01 9.33
C 7.02 -0.37 -8.73
O 7.44 -1.64 -8.11
C 7.04 -1.97 -6.89
O 6.24 -1.28 -6.22
O 7.69 -3.18 -6.45
C 7.36 -3.62 -5.12
H 7.58 0.41 -8.22
H 5.99 -0.15 -8.44
H 7.25 -0.21 -9.78
H 6.33 -3.62 -4.79
H 7.98 -2.97 -4.50
H 7.73 -4.64 -4.96
C -7.96 4.64 -3.60
O -8.38 3.33 -3.24
C -7.46 2.27 -3.47
O -7.80 1.10 -3.33
O -6.19 2.70 -3.53
C -5.18 1.69 -3.36
H -7.29 4.86 -4.44
H -7.26 5.05 -2.88
H -8.89 5.21 -3.64
H -4.97 1.50 -2.31
H -4.18 2.05 -3.62
H -5.33 0.68 -3.75
```

Values from the calculation:
**E_HOMO**: -10.37 eV
**Multiplicity**: 1
**Max |F|**: 5.08 eV Å⁻¹
**LUMO energy**: -0.0037 Ha

Results of the Mulliken charge analysis, in e, for atoms 1 through 5: atom 1 (C): -0.18, atom 2 (C): -0.29, atom 3 (O): -0.31, atom 4 (C): 0.67, atom 5 (O): -0.55

---

Entry 2:
Molecular formula: C4H5LiO5
Method: DFT, ωB97M-V with the def2-TZVPD basis set

Geometry as XYZ:
```
15
C4H5LiO5 | the OMol25 dataset | ωB97M-V with the def2-TZVPD basis set
O -0.79 0.67 -0.73
C -1.85 1.45 -0.68
C 0.29 1.10 0.15
O -0.90 -2.49 -0.02
O -1.56 2.49 0.04
C -0.23 2.44 0.63
H 1.20 1.15 -0.46
H 0.41 0.35 0.94
H 0.34 3.30 0.26
H -0.35 2.50 1.72
O 0.96 -3.57 0.55
C 0.33 -2.67 -0.23
O 1.00 -2.02 -1.07
H 1.91 -3.52 0.38
Li -0.76 -1.16 -1.49
```

Values from the calculation:
**E_HOMO**: -9.64 eV
**Multiplicity**: 1
**Max |F|**: 1.34 eV Å⁻¹
**LUMO energy**: 0.0067 Ha

Results of the natural (NBO) charge analysis, in e, for atoms 1 through 5: atom 1 (O): -0.58, atom 2 (C): 0.49, atom 3 (C): -0.14, atom 4 (O): -0.82, atom 5 (O): -0.48

---

Entry 3:
Molecular formula: C43H48Ge3MnN3O3S
Method: DFT, ωB97M-V with the def2-TZVPD basis set

Geometry as XYZ:
```
102
C43H48Ge3MnN3O3S | the OMol25 dataset | ωB97M-V with the def2-TZVPD basis set
Mn -0.26 -0.94 -0.14
N -2.05 -0.14 0.45
C -3.16 -0.36 -0.52
C -2.92 0.38 -1.82
C -1.75 -0.15 -2.64
N -0.45 0.05 -1.94
H -2.31 -0.53 1.35
H -1.97 0.87 0.62
H -4.10 -0.04 -0.08
H -3.23 -1.44 -0.71
H -2.78 1.45 -1.62
H -3.81 0.31 -2.44
H -1.72 0.35 -3.61
H -1.87 -1.22 -2.82
H -0.28 1.05 -1.84
H 0.30 -0.28 -2.55
O -0.29 -4.08 3.12
C -0.08 -4.21 1.84
N -0.33 -3.16 1.11
S 0.06 -3.40 -0.45
O 1.16 -2.46 -0.73
O -1.10 -3.16 -1.27
C 0.59 -5.05 -0.28
C 1.03 -5.92 -1.25
C 1.36 -7.21 -0.83
C 1.24 -7.57 0.50
C 0.78 -6.68 1.47
C 0.45 -5.39 1.08
H 1.10 -5.63 -2.29
H 1.70 -7.94 -1.56
H 1.49 -8.58 0.80
H 0.70 -7.02 2.49
C 6.99 -1.15 1.07
C 5.89 -1.92 0.70
C 4.80 -1.32 0.10
C 4.80 0.06 -0.12
C 5.89 0.84 0.30
C 7.00 0.22 0.87
Ge 3.54 1.00 -1.15
C 3.17 2.84 -0.83
C 3.48 3.75 -1.85
C 3.31 5.11 -1.64
C 2.80 5.57 -0.43
C 2.47 4.67 0.58
C 2.67 3.31 0.38
C 2.88 0.27 -2.78
C 2.08 1.06 -3.62
C 1.69 0.59 -4.86
C 2.10 -0.68 -5.27
C 2.90 -1.47 -4.45
C 3.29 -1.00 -3.21
H 7.85 -1.63 1.53
H 5.89 -2.98 0.88
H 3.94 -1.92 -0.19
H 5.89 1.92 0.16
H 7.85 0.81 1.17
H 3.87 3.41 -2.80
H 3.57 5.82 -2.42
H 2.66 6.63 -0.27
H 2.07 5.03 1.52
H 2.43 2.62 1.19
H 1.77 2.05 -3.30
H 1.09 1.21 -5.51
H 1.81 -1.04 -6.25
H 3.23 -2.44 -4.79
H 3.94 -1.60 -2.59
C -0.15 -5.18 4.06
Ge -0.40 -0.85 3.77
C 0.34 -1.19 5.53
C -2.35 -0.92 3.91
Ge 0.91 0.07 1.89
C 2.64 -0.37 2.71
C 2.94 -1.70 2.99
C 4.14 -2.05 3.59
C 5.07 -1.07 3.90
C 4.80 0.26 3.61
C 3.59 0.60 3.02
C 0.28 1.76 2.72
C 0.52 2.00 4.08
C -0.03 3.11 4.72
C -0.81 4.00 4.00
C -1.04 3.79 2.64
C -0.50 2.68 2.01
H -0.46 -4.76 5.01
H 0.89 -5.49 4.12
H -0.81 -6.00 3.79
H -0.07 -2.12 5.92
H 0.02 -0.38 6.19
H 1.43 -1.24 5.52
H -2.64 -1.34 4.88
H -2.80 -1.54 3.13
H -2.76 0.09 3.84
H 2.22 -2.48 2.76
H 4.35 -3.09 3.82
H 6.01 -1.34 4.38
H 5.51 1.03 3.86
H 3.38 1.65 2.84
H 1.18 1.35 4.64
H 0.17 3.29 5.77
H -1.24 4.87 4.49
H -1.62 4.50 2.07
H -0.65 2.55 0.94
```

Values from the calculation:
**E_HOMO (spin up / spin down)**: -15.26 / -15.15 eV
**Multiplicity**: 2
**Max |F|**: 0.38 eV Å⁻¹
**Total charge**: +3
**LUMO energy (spin up / spin down)**: -0.3125 / -0.3150 Ha

Results of the Mulliken charge analysis, in e, for atoms 1 through 5: atom 1 (Mn): 0.99, atom 2 (N): -0.41, atom 3 (C): -0.59, atom 4 (C): -0.83, atom 5 (C): -0.60

---

Entry 4:
Molecular formula: C4H13NOS
Method: DFT, ωB97M-V with the def2-TZVPD basis set

Geometry as XYZ:
```
20
C4H13NOS | the OMol25 dataset | ωB97M-V with the def2-TZVPD basis set
C 0.11 0.38 1.56
C 0.76 -0.97 1.57
S -0.24 -2.35 2.16
C -1.08 0.46 0.60
N -0.66 0.43 -0.80
C -1.36 1.30 -1.70
H -0.03 0.78 2.56
H 0.77 1.14 1.09
H 1.72 -0.84 2.07
H 1.00 -1.26 0.50
H -1.41 -1.74 2.37
H -1.82 -0.31 0.92
H -1.62 1.39 0.72
H -0.49 -0.55 -0.96
H -0.60 2.07 -2.06
H -2.27 1.76 -1.28
H -1.59 0.77 -2.63
H 3.11 -0.49 -1.58
H 3.11 -0.91 -2.96
O 2.59 -1.07 -2.15
```

Values from the calculation:
**E_HOMO**: -8.43 eV
**Multiplicity**: 1
**Max |F|**: 2.52 eV Å⁻¹
**LUMO energy**: 0.0269 Ha
**SMILES**: CNCCCS.O

Results of the natural (NBO) charge analysis, in e, for atoms 1 through 5: atom 1 (C): -0.42, atom 2 (C): -0.53, atom 3 (S): -0.04, atom 4 (C): -0.21, atom 5 (N): -0.66

---

Entry 5:
Molecular formula: C7H13N
Method: DFT, ωB97M-V with the def2-TZVPD basis set

Geometry as XYZ:
```
21
C7H13N | the OMol25 dataset | ωB97M-V with the def2-TZVPD basis set
C -1.33 0.49 -1.33
C -1.62 -0.56 -0.29
C -0.75 -0.23 1.03
C 1.53 1.10 0.89
C 0.66 0.08 0.71
C 1.39 -1.12 0.19
C 2.54 -1.70 0.40
N -1.50 1.93 -1.02
H -0.19 0.53 -1.45
H -1.82 0.35 -2.28
H -2.55 -0.26 -0.03
H -1.48 -1.51 -0.79
H -1.25 0.44 1.71
H -0.59 -1.21 1.53
H 1.56 2.06 1.46
H 2.58 0.88 0.53
H 0.59 -1.81 -0.34
H 3.47 -1.26 0.83
H 2.77 -2.65 -0.13
H -1.64 2.19 -0.03
H -2.37 2.27 -1.58
```

Values from the calculation:
**E_HOMO**: -8.88 eV
**Multiplicity**: 1
**Max |F|**: 4.95 eV Å⁻¹
**LUMO energy**: 0.0378 Ha
**SMILES**: C=CC(=C)CCCN

Results of the natural (NBO) charge analysis, in e, for atoms 1 through 5: atom 1 (C): -0.22, atom 2 (C): -0.41, atom 3 (C): -0.44, atom 4 (C): -0.37, atom 5 (C): -0.05

---

Entry 6:
Molecular formula: C25H51ClN3O3
Method: DFT, ωB97M-V with the def2-TZVPD basis set

Geometry as XYZ:
```
83
C25H51ClN3O3 | the OMol25 dataset | ωB97M-V with the def2-TZVPD basis set
C -3.50 -1.43 5.71
C -3.89 -0.49 4.46
C -2.84 0.74 4.30
C -1.59 0.23 3.38
C -1.24 1.31 2.25
C -0.74 0.66 0.84
C 0.38 -0.42 1.19
C 0.01 -1.97 1.10
C 0.05 -2.67 2.58
C -1.17 -3.67 2.83
C -1.17 -4.82 1.71
O -2.27 -4.64 0.78
C -3.39 -5.44 1.13
C -4.76 -4.70 1.49
O -3.35 -6.69 1.22
C -1.94 0.20 -0.09
C -3.12 -0.64 0.60
C -1.44 -0.41 -1.50
N -0.87 0.81 -2.23
C 0.17 1.37 -1.35
N 1.38 1.47 -1.92
C 2.61 1.97 -1.25
Cl 3.62 0.47 -0.78
C 3.58 2.82 -2.23
C 3.35 4.40 -2.16
N -0.01 1.74 0.05
C -0.61 3.09 0.20
C -0.26 4.11 -1.02
H -2.39 -1.33 5.99
H -3.71 -2.53 5.49
H -4.19 -1.12 6.57
H -4.96 -0.09 4.62
H -3.93 -1.15 3.54
H -2.51 1.03 5.35
H -3.43 1.59 3.82
H -1.88 -0.80 3.01
H -0.70 0.15 4.11
H -2.20 1.93 2.10
H -0.42 1.98 2.69
H 1.29 -0.26 0.51
H 0.82 -0.25 2.24
H 0.87 -2.49 0.55
H -0.92 -2.24 0.52
H 0.12 -1.91 3.43
H 1.01 -3.30 2.66
H -2.13 -3.05 2.89
H -1.02 -4.19 3.85
H -1.18 -5.85 2.23
H -0.20 -4.73 1.09
H -5.50 -4.75 0.62
H -5.29 -5.16 2.39
H -4.55 -3.60 1.67
H -2.47 1.18 -0.41
H -3.84 -0.95 -0.25
H -2.79 -1.52 1.23
H -3.73 0.10 1.23
H -0.65 -1.21 -1.40
H -2.39 -0.74 -2.05
H -0.45 0.41 -3.09
H 1.50 1.17 -2.91
H 2.38 2.57 -0.31
H 3.50 2.35 -3.27
H 4.64 2.64 -1.81
H 2.86 4.71 -3.15
H 2.78 4.77 -1.24
H 4.38 4.90 -2.15
H -1.76 3.11 0.24
H -0.14 3.58 1.12
H -0.98 3.94 -1.91
H 0.82 4.02 -1.37
H -0.42 5.19 -0.68
C 5.76 0.27 -6.81
C 5.10 1.45 -6.13
C 6.08 2.20 -5.25
O 4.00 1.00 -5.34
H 6.14 -0.45 -6.07
H 5.04 -0.27 -7.43
H 6.60 0.58 -7.44
H 4.70 2.13 -6.89
H 6.47 1.56 -4.45
H 5.59 3.05 -4.76
H 6.93 2.58 -5.83
H 4.35 0.40 -4.67
```

Values from the calculation:
**E_HOMO**: -12.25 eV
**Multiplicity**: 1
**Max |F|**: 4.31 eV Å⁻¹
**Total charge**: +1
**LUMO energy**: -0.1351 Ha

Results of the Mulliken charge analysis, in e, for atoms 1 through 5: atom 1 (C): -1.10, atom 2 (C): 0.11, atom 3 (C): -1.02, atom 4 (C): 1.33, atom 5 (C): -1.76